## one
A 6-piece molecular cluster, C36H84 overall. Source: OMol25; level of theory: the ωB97M-V functional and the def2-TZVPD basis.

XYZ file:
```
120
Properties=species:S:1:pos:R:3:lowdin_charge:R:1
C 145.05 94.60 79.80 -0.167
C 149.90 92.98 79.97 -0.217
C 154.65 98.05 75.44 -0.080
C 146.28 93.15 87.47 -0.304
C 145.56 93.11 75.86 -0.150
C 148.96 93.54 77.72 -0.270
C 143.15 93.82 72.89 -0.222
C 143.28 94.62 71.57 -0.247
C 146.22 94.19 80.88 -0.210
C 146.99 92.58 82.85 -0.091
C 145.64 89.58 79.03 -0.077
C 147.51 88.78 80.43 -0.226
C 147.75 92.06 85.50 -0.213
C 153.12 97.94 75.73 -0.199
C 149.21 98.38 78.87 -0.097
C 149.09 90.84 83.79 -0.138
C 149.82 94.02 78.93 -0.233
C 148.83 94.63 76.62 -0.111
C 148.78 87.29 83.03 -0.076
C 150.72 98.24 78.80 -0.253
C 142.02 94.69 70.63 -0.082
C 147.05 89.87 79.51 -0.290
C 144.56 96.08 77.77 -0.109
C 144.35 93.95 73.80 -0.243
C 149.06 91.24 85.29 -0.224
C 152.74 98.44 77.18 -0.148
C 151.92 93.79 81.18 -0.139
C 149.53 88.03 81.83 -0.213
C 147.65 92.59 87.01 -0.183
C 145.68 95.58 78.76 -0.266
C 144.34 93.05 74.98 -0.351
C 145.77 93.22 81.96 -0.171
C 146.32 93.43 88.92 -0.150
C 151.26 98.04 77.41 -0.189
C 150.47 93.51 81.37 -0.224
C 148.76 89.18 81.21 -0.221
H 148.90 92.51 79.96 0.078
H 145.16 96.58 77.02 0.060
H 149.23 89.77 80.56 0.063
H 147.90 94.32 76.02 0.054
H 142.75 92.93 72.54 0.079
H 150.55 88.20 82.12 0.080
H 144.54 95.01 74.24 0.153
H 147.85 89.85 78.75 0.121
H 146.51 91.93 83.36 0.003
H 147.67 92.86 84.75 0.066
H 147.99 86.76 82.60 0.039
H 144.96 93.54 82.72 0.133
H 151.17 97.14 77.27 0.004
H 146.68 94.99 81.37 0.074
H 149.84 94.62 76.14 0.090
H 142.21 94.21 73.39 0.133
H 149.91 91.86 85.50 0.107
H 147.80 93.10 77.89 0.141
H 142.42 94.94 69.61 0.082
H 148.86 99.31 78.54 0.059
H 145.42 92.37 87.14 0.155
H 143.73 96.68 78.30 0.092
H 143.99 95.26 77.29 0.057
H 155.16 98.92 75.91 0.094
H 145.39 92.36 81.39 0.085
H 148.04 91.81 87.63 0.098
H 148.68 97.51 78.82 0.011
H 144.21 94.34 71.07 0.102
H 152.34 94.70 80.72 0.068
H 148.61 88.10 83.74 0.046
H 144.15 95.17 80.16 0.105
H 146.78 92.56 89.34 0.055
H 155.17 97.36 75.89 -0.008
H 147.70 92.17 82.26 0.008
H 148.96 98.55 79.97 0.094
H 149.76 87.16 81.12 0.116
H 150.62 94.15 78.39 0.057
H 150.01 90.28 83.75 0.069
H 154.88 97.90 74.42 0.060
H 151.18 99.15 79.32 0.134
H 141.40 93.79 70.44 0.075
H 149.19 86.44 83.55 0.059
H 141.32 95.36 70.92 0.017
H 151.01 97.53 79.45 0.055
H 144.99 89.36 79.80 0.049
H 145.14 90.26 78.46 0.028
H 153.05 99.46 77.39 0.114
H 147.05 94.18 89.18 0.075
H 150.00 94.36 81.54 0.043
H 147.59 87.94 79.56 0.169
H 148.16 90.05 83.65 0.135
H 145.25 93.71 73.27 0.104
H 146.18 95.01 78.08 0.021
H 147.50 93.28 83.30 0.017
H 145.40 92.52 76.74 0.049
H 143.39 93.14 75.68 0.133
H 152.78 96.97 75.27 0.140
H 148.32 93.48 86.94 0.121
H 150.48 92.78 82.20 0.090
H 146.39 92.60 75.11 0.132
H 148.57 89.89 81.87 0.008
H 146.55 88.66 80.94 0.103
H 146.25 96.36 79.24 0.099
H 144.12 91.95 74.72 0.131
H 150.60 98.67 76.78 0.140
H 150.62 92.12 79.61 0.147
H 149.16 91.82 83.09 0.083
H 149.34 92.71 77.14 0.090
H 144.73 93.57 79.37 0.126
H 147.05 93.93 80.14 0.102
H 152.64 98.57 75.31 -0.027
H 145.64 88.76 78.34 0.077
H 146.91 91.46 85.17 0.095
H 145.30 93.50 89.42 0.099
H 153.41 97.87 77.74 0.083
H 145.93 93.99 87.01 0.062
H 152.52 93.99 82.22 0.121
H 152.38 92.98 80.69 0.043
H 147.27 90.68 80.19 0.080
H 143.68 95.53 71.81 0.059
H 146.07 94.13 75.94 0.059
H 148.43 95.51 77.08 0.036
H 149.20 94.89 79.38 0.150
H 148.92 90.32 85.72 0.074
```

SMILES = CCCCCC.CCCCCC.CCCCCC.CCCCCC.CCCCCC.CCCCCC
HOMO-LUMO gap = 10.7 eV
Lowest unoccupied orbital energy = 0.789 eV

***

## two
A 6-piece molecular cluster, C36H84 overall. Source: OMol25; level of theory: the ωB97M-V functional and the def2-TZVPD basis.

XYZ file:
```
120
Properties=species:S:1:pos:R:3:lowdin_charge:R:1
C 0.56 -0.79 2.40 -0.234
C -0.86 -0.08 -3.52 -0.134
C 3.77 -5.89 1.95 -0.236
C -1.03 1.39 -3.82 -0.254
C -1.79 -5.24 -4.69 -0.243
C 3.25 5.32 3.89 -0.247
C -2.55 3.51 1.76 -0.226
C -3.61 -8.47 -5.79 -0.127
C -3.43 0.98 1.48 -0.095
C -3.28 5.02 -5.09 -0.117
C -2.19 1.94 -2.95 -0.233
C -0.30 -0.23 3.50 -0.248
C -2.63 3.36 -3.24 -0.234
C -1.32 6.29 0.28 -0.122
C 0.85 -1.52 0.00 -0.286
C -3.09 -7.04 -5.87 -0.278
C -0.35 -3.40 -3.60 -0.127
C -3.08 4.90 1.41 -0.225
C 5.02 6.53 2.57 -0.280
C 5.50 7.16 1.23 -0.104
C 2.22 -0.91 -0.19 -0.112
C 3.44 -6.58 0.63 -0.258
C -3.26 3.55 -4.63 -0.259
C 2.74 -7.95 0.76 -0.114
C 0.47 -0.25 4.86 -0.096
C 1.66 -4.20 4.74 -0.108
C -0.63 -4.90 -3.75 -0.276
C -2.02 -6.73 -4.81 -0.238
C 1.81 4.87 4.04 -0.270
C 0.76 5.98 3.99 -0.112
C 2.84 -4.97 4.12 -0.269
C 2.55 -5.38 2.68 -0.247
C 3.58 6.04 2.58 -0.244
C -0.03 -0.75 0.99 -0.238
C -2.15 6.10 1.50 -0.274
C -3.45 2.46 1.09 -0.261
H 3.99 4.51 3.92 0.110
H 2.94 6.92 2.44 0.109
H 3.04 -1.36 0.36 0.071
H 4.62 7.63 0.80 0.067
H 5.11 7.35 3.30 0.106
H 6.32 7.85 1.37 0.061
H -0.09 1.92 -3.65 0.112
H 4.33 -6.80 0.04 0.099
H 1.50 -0.25 2.27 0.114
H 2.20 0.12 0.21 0.071
H -1.75 1.99 -1.94 0.102
H 1.91 -3.79 5.72 0.069
H -3.62 0.32 0.63 0.068
H -1.00 -1.25 0.89 0.112
H -2.47 0.74 1.94 0.035
H 5.69 5.78 3.00 0.105
H -1.61 -4.78 -5.67 0.116
H -3.84 5.08 -6.02 0.065
H -2.83 6.96 1.59 0.108
H -2.63 -4.65 -4.29 0.117
H -1.79 -0.63 -3.71 0.076
H -3.72 5.67 -4.34 0.068
H -2.40 3.28 2.83 0.111
H -2.25 5.35 -5.30 0.069
H -1.12 -0.93 3.67 0.110
H -3.42 4.87 0.37 0.102
H -0.24 -0.40 5.67 0.067
H 4.43 -5.04 1.72 0.111
H 1.55 4.19 3.22 0.106
H 2.46 -0.76 -1.24 0.068
H -4.36 -8.62 -6.57 0.067
H -1.35 1.52 -4.86 0.095
H 0.31 -1.57 -0.95 0.071
H 2.09 -4.55 2.12 0.108
H 2.84 -5.90 0.02 0.100
H -0.46 5.61 0.28 0.072
H 1.22 -1.05 4.87 0.053
H -1.51 6.15 2.38 0.077
H 0.94 -2.59 0.24 0.103
H 2.11 -8.09 1.64 0.062
H 1.68 4.30 4.95 0.098
H 3.41 -8.79 0.58 0.063
H -0.90 -5.28 -2.75 0.107
H 5.82 6.36 0.56 0.067
H -0.06 -0.59 -4.07 0.064
H -1.51 3.34 1.41 0.108
H 1.49 -3.33 4.10 0.039
H 0.27 -5.47 -4.01 0.104
H -4.47 2.84 1.25 0.105
H -0.20 5.52 4.24 0.065
H -3.21 3.82 -2.44 0.100
H 3.39 5.29 1.81 0.121
H 0.76 -4.81 4.72 0.075
H 0.92 6.78 4.72 0.078
H -4.11 -8.73 -4.85 0.069
H -1.84 6.03 -0.65 0.067
H -3.20 2.52 0.02 0.085
H 3.58 5.94 4.74 0.116
H -3.01 1.22 -3.00 0.114
H 0.59 -3.20 -3.09 0.068
H 1.95 -8.03 0.00 0.067
H -2.79 -9.19 -5.93 0.072
H 4.35 -6.56 2.60 0.116
H 0.78 -1.85 2.55 0.100
H 1.05 0.64 5.06 0.059
H -1.10 -7.28 -5.01 0.115
H 3.01 -5.87 4.72 0.108
H -0.19 0.23 0.53 0.111
H -1.04 7.33 0.13 0.073
H -0.66 0.77 3.28 0.093
H -1.70 3.97 -3.27 0.113
H -2.58 -6.99 -6.84 0.107
H -2.42 -7.14 -3.87 0.115
H -0.34 -2.84 -4.54 0.064
H -4.23 0.69 2.17 0.070
H -1.19 -2.99 -3.03 0.068
H 3.73 -4.34 4.14 0.109
H -2.78 2.94 -5.39 0.091
H -4.32 3.30 -4.52 0.107
H -3.89 -6.32 -5.80 0.106
H 1.77 -6.15 2.74 0.110
H -3.95 5.00 2.07 0.114
H 0.69 6.32 2.95 0.055
H -0.62 -0.27 -2.47 0.059
```

SMILES = CCCCCC.CCCCCC.CCCCCC.CCCCCC.CCCCCC.CCCCCC
HOMO-LUMO gap = 11.3 eV
Lowest unoccupied orbital energy = 0.666 eV

***

two is favored, and the nearest alternative lies 14.024 eV above it.

***

## one
An isolated ion of composition C2H7N2O and charge +1. Source: OMol25; level of theory: the ωB97M-V functional and the def2-TZVPD basis.

XYZ file:
```
12
Properties=species:S:1:pos:R:3:lowdin_spin:R:1
O 0.96 -0.91 2.39 1.042
N 0.15 -0.67 0.95 0.690
N 0.94 0.85 -0.63 0.096
C 0.03 0.01 -0.27 0.122
C -1.17 -0.06 -1.05 0.025
H -0.94 -0.24 -2.13 0.003
H 0.86 1.45 -1.43 0.002
H -1.90 -0.67 -0.78 0.002
H -0.55 -1.32 1.40 -0.004
H 1.37 -0.08 2.62 0.014
H 1.88 0.70 -0.12 0.003
H -1.63 0.94 -0.96 0.004
```

Net charge = +1
2S+1 = 3
HOMO-LUMO gap (alpha / beta) = 9.4 / 7.8 eV
Lowest unoccupied orbital energy (alpha / beta) = -3.931 / -7.804 eV
<S²> = 2.01

***

## two
An isolated ion of composition C2H7N2O and charge +1. Source: OMol25; level of theory: the ωB97M-V functional and the def2-TZVPD basis.

XYZ file:
```
12
Properties=species:S:1:pos:R:3:lowdin_spin:R:1
O -1.69 -0.96 -1.30 0.102
N -0.34 -0.83 -0.78 0.626
N -0.87 0.95 0.48 0.617
C -0.02 0.02 0.12 0.514
C 1.35 0.06 0.83 0.046
H -0.63 1.78 1.04 0.018
H -1.72 0.84 -0.03 0.016
H 1.59 -0.98 1.13 0.014
H 1.50 0.76 1.57 0.000
H 0.35 -1.51 -1.04 0.014
H -1.68 -0.30 -2.04 0.011
H 2.15 0.16 0.02 0.022
```

Net charge = +1
2S+1 = 3
HOMO-LUMO gap (alpha / beta) = 6.6 / 7.7 eV
Lowest unoccupied orbital energy (alpha / beta) = -3.782 / -9.054 eV
<S²> = 2.01

***

one is favored, and the nearest alternative lies 1.285 eV above it.

***

## one
C11H8NPdSe3Te as an isolated structure. Source: OMol25; level of theory: the ωB97M-V functional and the def2-TZVPD basis.

XYZ file:
```
25
Properties=species:S:1:pos:R:3:nbo_charge:R:1
Te 0.40 -2.78 3.34 0.034
Pd -0.47 -0.65 2.12 0.500
Se -1.54 0.76 3.92 -0.436
Se -2.81 -0.16 2.26 -0.300
Se 1.87 -0.78 3.00 -0.444
N 0.30 1.15 0.88 -0.455
C 0.86 1.77 -1.33 -0.247
C -1.01 -2.64 -0.11 -0.270
C -0.68 -2.18 -2.44 -0.261
C -0.12 -0.50 -0.78 -0.101
C -1.08 -3.04 -1.43 -0.194
C -0.52 -1.38 0.24 -0.127
C 0.72 2.32 1.33 0.073
C 1.30 3.00 -0.87 -0.164
C 1.24 3.29 0.49 -0.280
C -0.20 -0.92 -2.12 -0.200
C 0.36 0.84 -0.42 0.213
H 1.69 3.73 -1.56 0.206
H -0.73 -2.48 -3.48 0.198
H -1.46 -4.02 -1.68 0.198
H 0.62 2.48 2.40 0.228
H 1.57 4.24 0.88 0.214
H 0.91 1.55 -2.39 0.210
H 0.10 -0.25 -2.91 0.190
H -1.33 -3.32 0.67 0.216
```

Net charge = -1
HOMO-LUMO gap = 5.5 eV
Lowest unoccupied orbital energy = 2.131 eV

***

## two
C11H8NPdSe3Te as an isolated structure. Source: OMol25; level of theory: the ωB97M-V functional and the def2-TZVPD basis.

XYZ file:
```
25
Properties=species:S:1:pos:R:3:nbo_charge:R:1
Te 3.00 -1.77 0.76 -0.114
Pd 1.79 0.49 1.15 0.527
Se 1.63 2.91 1.92 -0.347
Se 4.27 0.33 0.41 -0.570
Se 2.05 1.25 3.44 -0.168
N 0.99 0.65 -0.83 -0.458
C -2.16 -0.80 0.34 -0.206
C -0.61 -0.82 2.63 -0.276
C -0.83 0.05 -2.22 -0.246
C 1.65 1.11 -1.90 0.077
C -0.24 0.13 -0.96 0.208
C -0.84 -0.35 0.30 -0.092
C 1.10 1.07 -3.17 -0.279
C -2.70 -1.27 1.52 -0.258
C -1.92 -1.28 2.67 -0.193
C -0.05 -0.33 1.46 -0.129
C -0.16 0.52 -3.32 -0.160
H -3.73 -1.61 1.56 0.198
H -1.81 -0.40 -2.32 0.212
H 2.65 1.48 -1.71 0.238
H -0.62 0.45 -4.31 0.207
H -2.78 -0.78 -0.55 0.191
H -0.03 -0.82 3.54 0.224
H -2.33 -1.65 3.60 0.198
H 1.67 1.45 -4.01 0.216
```

Net charge = -1
HOMO-LUMO gap = 5.9 eV
Lowest unoccupied orbital energy = 2.454 eV

***

two is favored, and the nearest alternative lies 0.288 eV above it.

***

## one
C2H3FS2 as an isolated structure. Source: OMol25; level of theory: the ωB97M-V functional and the def2-TZVPD basis.

XYZ file:
```
8
Properties=species:S:1:pos:R:3:nbo_charge:R:1
S -0.81 0.70 -0.51 0.480
S -0.44 -1.22 1.30 0.452
F 0.91 -1.32 -1.03 -0.338
C -1.27 0.26 1.07 -0.688
C -0.26 -0.98 -0.43 -0.149
H 1.82 0.57 -1.47 0.013
H 1.77 1.18 -0.82 -0.018
H -1.72 0.80 1.88 0.248
```

HOMO-LUMO gap (alpha / beta) = 7.8 / 7.8 eV
Lowest unoccupied orbital energy (alpha / beta) = -0.209 / -0.209 eV

***

## two
A 2-piece molecular cluster, C2H3FS2 overall. Source: OMol25; level of theory: the ωB97M-V functional and the def2-TZVPD basis.

XYZ file:
```
8
Properties=species:S:1:pos:R:3:nbo_charge:R:1
S -1.83 -0.72 0.52 -0.028
S -2.73 0.84 -0.28 -0.081
F 2.86 0.20 0.23 -0.344
C 0.60 -0.11 0.02 -0.185
C 1.69 -0.46 0.53 0.106
H -2.80 0.60 -1.71 0.131
H 1.91 -0.91 1.47 0.194
H 0.31 0.56 -0.78 0.207
```

HOMO-LUMO gap (alpha / beta) = 7.8 / 7.8 eV
Lowest unoccupied orbital energy (alpha / beta) = -1.446 / -1.378 eV

***

two is favored, and the nearest alternative lies 0.759 eV above it.

***

## one
A 2-piece molecular cluster, CH4Cl2N2OS2 overall. Source: OMol25; level of theory: the ωB97M-V functional and the def2-TZVPD basis.

XYZ file:
```
12
Properties=species:S:1:pos:R:3:nbo_charge:R:1
Cl -2.23 -0.39 0.54 0.114
Cl -2.25 -2.94 -0.64 0.139
S 0.75 -0.30 -1.99 -0.226
S -1.32 -0.62 -2.17 1.340
O -1.45 -1.68 -3.05 -0.901
N 1.45 1.54 0.77 -0.616
N -1.34 -1.46 -0.47 -0.653
C 1.21 1.34 1.96 -0.028
H 2.20 2.21 0.72 0.335
H 0.77 -0.15 -0.68 0.178
H 1.80 1.82 2.93 0.151
H 0.40 0.63 2.08 0.167
```

HOMO-LUMO gap = 9.5 eV
Lowest unoccupied orbital energy = -0.099 eV

***

## two
One molecule with the formula CH4Cl2N2OS2. Source: OMol25; level of theory: the ωB97M-V functional and the def2-TZVPD basis.

XYZ file:
```
12
Properties=species:S:1:pos:R:3:nbo_charge:R:1
Cl -0.97 2.60 0.92 0.138
Cl -3.21 -0.32 1.02 0.152
S 0.88 -1.01 2.67 -0.370
S -0.59 0.05 2.23 1.882
O -1.22 0.81 3.25 -0.885
N -0.06 1.15 0.98 -0.662
N -1.74 -0.95 1.67 -0.908
C 0.33 0.84 -0.38 -0.417
H -1.56 -1.86 1.11 0.447
H 1.16 1.43 -0.79 0.219
H -0.48 0.98 -1.19 0.198
H 0.64 -0.09 -0.31 0.206
```

SMILES = CN(Cl)[S@](=O)(=S)NCl
HOMO-LUMO gap = 9.5 eV
Lowest unoccupied orbital energy = 0.025 eV

***

two is favored, and the nearest alternative lies 0.429 eV above it.

***

## one
A 2-piece molecular cluster, C2H10NO2 overall. Source: OMol25; level of theory: the ωB97M-V functional and the def2-TZVPD basis.

XYZ file:
```
15
Properties=species:S:1:pos:R:3:nbo_charge:R:1
O 1.27 -1.05 1.17 -0.696
O -0.76 1.68 1.76 -0.953
N -0.65 0.22 -1.66 -0.693
C 0.13 0.19 -0.35 -0.235
C 0.66 -1.22 -0.11 -0.109
H -0.70 0.24 0.38 0.267
H -0.02 -2.01 -0.16 0.188
H 0.90 1.03 -0.40 0.245
H -1.00 1.18 -1.68 0.454
H -0.13 0.01 -2.52 0.441
H 0.85 -1.75 1.71 0.485
H -1.40 -0.54 -1.58 0.450
H -0.52 1.05 2.47 0.491
H 1.51 -1.36 -0.71 0.192
H -0.14 2.32 1.67 0.475
```

Net charge = +1
HOMO-LUMO gap = 10.7 eV
Lowest unoccupied orbital energy = -3.905 eV

***

## two
A 3-piece molecular cluster, C2H10NO2 overall. Source: OMol25; level of theory: the ωB97M-V functional and the def2-TZVPD basis.

XYZ file:
```
15
Properties=species:S:1:pos:R:3:nbo_charge:R:1
O -0.23 1.90 -1.01 -0.953
O -2.13 0.93 2.38 -0.969
N 0.68 -0.22 0.34 -0.721
C 1.27 -1.40 -0.38 -0.069
C 0.95 -1.76 -1.60 -0.325
H 1.37 0.14 1.00 0.439
H 1.16 -2.79 -1.90 0.252
H -0.20 1.90 -1.99 0.508
H -0.14 -0.62 0.83 0.447
H 0.75 -0.98 -2.30 0.213
H -2.71 0.19 2.19 0.478
H 0.25 0.59 -0.20 0.476
H 1.57 -2.17 0.32 0.220
H -0.05 2.81 -0.74 0.513
H -2.53 1.47 3.06 0.493
```

Net charge = +1
HOMO-LUMO gap = 11.6 eV
Lowest unoccupied orbital energy = -3.374 eV

***

two is favored, and the nearest alternative lies 0.639 eV above it.